Record 1
Below is a 2-piece molecular cluster, C6H13FN overall in a non-equilibrium geometry, with properties calculated with wB97M-V/def2-TZVPD.

Geometry (Å):
1 C -1.313 -0.928 1.298
2 C -0.064 -0.851 0.971
3 C -1.871 -0.287 2.559
4 C -2.322 -1.648 0.458
5 C 1.140 1.822 -2.240
6 C 1.643 0.476 -1.928
7 N 2.692 0.372 -0.905
8 F 1.049 -0.272 1.420
9 H -2.486 0.561 2.266
10 H -1.087 0.048 3.233
11 H -2.497 -1.023 3.068
12 H -3.146 -0.975 0.229
13 H -2.727 -2.492 1.012
14 H -1.890 -2.012 -0.469
15 H 0.754 1.850 -3.257
16 H 1.925 2.572 -2.144
17 H 0.306 2.126 -1.592
18 H 1.017 -0.393 -2.023
19 H 3.266 -0.467 -1.061
20 H 2.312 0.319 0.061
21 H 3.299 1.201 -0.955

## Properties
frontier orbital gap (spin up / spin down) = 0.29124 / 0.31952 hartree
spin multiplicity = 1
electronic energy = -390.6095 hartree
total charge = +1
energy relative to the best compared isomer or geometry (same formula, charge and spin) = 71.92 kcal/mol
LUMO (spin up / spin down) = -0.176 / -0.146 Eh
HOMO energy (spin up / spin down) = -0.467 / -0.466 hartree



Record 2
Below is a 2-piece molecular cluster, C8H10O2 overall in a non-equilibrium geometry, with properties calculated with wB97M-V/def2-TZVPD.

Geometry (Å):
1 C 1.366 -0.325 0.799
2 C 1.080 -0.760 -0.470
3 C 0.029 -1.570 -0.796
4 C -0.598 -2.337 0.213
5 C -0.232 -2.199 1.597
6 C 0.704 -1.082 1.833
7 H 2.054 0.410 0.832
8 H 1.498 -0.238 -1.348
9 H -0.407 -1.543 -1.846
10 H -1.505 -2.935 0.033
11 H -0.953 -2.632 2.323
12 H 1.007 -0.938 2.872
13 C -1.283 1.561 -0.803
14 C -0.041 2.268 -0.869
15 O 0.686 2.145 -1.933
16 O 0.431 2.838 0.314
17 H -1.694 1.506 -1.922
18 H -1.287 0.626 -0.336
19 H -2.168 2.147 -0.566
20 H 1.313 3.058 0.074

## Properties
frontier orbital gap = 0.36389 hartree
spin multiplicity = 1
electronic energy = -461.2535 hartree
total charge = 0
energy relative to the best compared isomer or geometry (same formula, charge and spin) = 53.39 kcal/mol
LUMO = 0.026 Eh
HOMO energy = -0.338 hartree



Record 3
Below is one molecule with the formula C4H7NO2 in a non-equilibrium geometry, with properties calculated with wB97M-V/def2-TZVPD.

Geometry (Å):
1 C 1.071 1.476 -1.280
2 C 0.075 0.690 -0.426
3 C 0.443 -0.743 0.003
4 O 1.400 -1.336 -0.390
5 N -0.245 -1.319 1.146
6 C -1.574 -1.329 1.355
7 O -2.139 -1.951 2.224
8 H 0.550 2.226 -1.928
9 H 1.882 1.923 -0.732
10 H 1.430 0.755 -2.038
11 H -0.295 1.271 0.426
12 H -0.780 0.431 -1.070
13 H 0.271 -1.526 1.992
14 H -2.087 -0.569 0.718

## Properties
frontier orbital gap = 0.40335 hartree
spin multiplicity = 1
electronic energy = -361.8435 hartree
total charge = 0
energy relative to the best compared isomer or geometry (same formula, charge and spin) = 23.42 kcal/mol
LUMO = 0.025 Eh
HOMO energy = -0.378 hartree



Record 4
Below is C15H42O7V as an isolated structure in a non-equilibrium geometry, with properties calculated with wB97M-V/def2-TZVPD.

Geometry (Å):
1 V 0.445 -1.015 0.360
2 O 1.067 1.015 0.425
3 H 1.705 1.237 -0.260
4 O 0.242 -3.014 0.664
5 H 0.420 -3.611 1.393
6 C -0.201 3.980 -1.759
7 C -1.143 3.452 -0.688
8 C -2.570 3.889 -0.926
9 O -1.104 2.023 -0.693
10 H -0.183 5.069 -1.838
11 H -0.390 3.510 -2.724
12 H 0.831 3.726 -1.480
13 H -0.794 3.787 0.295
14 H -2.875 3.747 -1.962
15 H -2.654 4.958 -0.695
16 H -3.267 3.401 -0.243
17 H -0.226 1.724 -0.292
18 C 1.886 0.476 -2.700
19 C 1.552 -0.972 -2.924
20 C 2.627 -1.716 -3.708
21 O 1.362 -1.648 -1.648
22 H 2.078 0.988 -3.644
23 H 2.727 0.643 -2.023
24 H 1.047 1.032 -2.263
25 H 0.588 -1.065 -3.435
26 H 2.824 -1.270 -4.679
27 H 2.325 -2.755 -3.874
28 H 3.534 -1.749 -3.101
29 H 1.264 -2.589 -1.833
30 C -3.639 -1.133 -0.488
31 C -2.339 -1.532 -1.182
32 C -2.569 -1.628 -2.693
33 O -1.302 -0.586 -0.911
34 H -4.462 -1.712 -0.914
35 H -3.843 -0.074 -0.675
36 H -3.649 -1.309 0.588
37 H -2.007 -2.508 -0.828
38 H -1.606 -1.750 -3.190
39 H -3.057 -0.717 -3.050
40 H -3.201 -2.477 -2.951
41 H -1.560 0.335 -1.113
42 C -2.342 1.355 2.421
43 C -1.161 0.565 2.928
44 C -1.299 0.219 4.396
45 O -0.981 -0.636 2.149
46 H -3.289 0.823 2.546
47 H -2.240 1.573 1.355
48 H -2.385 2.333 2.911
49 H -0.255 1.155 2.783
50 H -1.055 1.078 5.021
51 H -0.611 -0.582 4.672
52 H -2.312 -0.133 4.613
53 H -1.615 -1.311 2.410
54 C 3.123 -2.715 2.837
55 C 3.226 -1.252 2.444
56 C 3.960 -1.069 1.121
57 O 1.912 -0.732 2.377
58 H 2.630 -3.319 2.079
59 H 2.561 -2.765 3.775
60 H 4.110 -3.110 3.088
61 H 3.828 -0.776 3.232
62 H 3.976 -0.015 0.831
63 H 3.418 -1.599 0.328
64 H 4.974 -1.464 1.168
65 H 1.948 0.218 2.177

## Properties
⟨S²⟩ = 3.75
frontier orbital gap (spin up / spin down) = 0.25026 / 0.33815 hartree
spin multiplicity = 4
electronic energy = -2067.4567 hartree
total charge = 0
LUMO (spin up / spin down) = 0.027 / 0.027 Eh
HOMO energy (spin up / spin down) = -0.223 / -0.311 hartree



Record 5
Below is a 2-piece molecular cluster, C3H13N3O overall in a non-equilibrium geometry, with properties calculated with wB97M-V/def2-TZVPD.

Geometry (Å):
1 N -0.333 1.127 1.467
2 C -0.175 0.861 0.049
3 C 0.916 -0.207 -0.282
4 N 0.847 -1.412 0.485
5 C 0.116 -2.549 0.074
6 N 0.678 -3.769 0.629
7 H -0.539 0.264 1.953
8 H 0.530 1.510 1.824
9 H -1.079 0.598 -0.472
10 H 0.219 1.778 -0.402
11 H 1.897 0.242 -0.102
12 H 0.849 -0.341 -1.364
13 H 1.244 -1.345 1.408
14 H -0.958 -2.507 0.318
15 H 0.139 -2.594 -1.029
16 H 1.694 -3.810 0.658
17 H 0.470 -4.561 0.027
18 O -1.677 5.063 -2.080
19 H -2.623 5.224 -2.144
20 H -1.602 4.129 -1.860

## Properties
frontier orbital gap = 0.33927 hartree
spin multiplicity = 1
electronic energy = -361.5697 hartree
total charge = 0
energy relative to the best compared isomer or geometry (same formula, charge and spin) = 34.36 kcal/mol
LUMO = 0.032 Eh
HOMO energy = -0.308 hartree



Record 6
Below is a 3-piece molecular cluster, C4H7NO2 overall in a non-equilibrium geometry, with properties calculated with wB97M-V/def2-TZVPD.

Geometry (Å):
1 O 1.912 0.067 -0.248
2 C 1.219 0.828 0.632
3 C 0.992 2.089 0.287
4 N -1.096 -0.341 -0.385
5 C -2.252 -0.729 -0.711
6 C 0.555 -2.098 0.581
7 O 0.258 -3.200 0.639
8 H 1.840 -0.864 -0.009
9 H 0.879 0.392 1.579
10 H 0.734 2.831 1.026
11 H 1.313 2.370 -0.711
12 H -0.814 0.435 -0.989
13 H -2.771 -0.277 -1.552
14 H -2.769 -1.504 -0.139

## Properties
frontier orbital gap = 0.34629 hartree
spin multiplicity = 1
electronic energy = -361.7609 hartree
total charge = 0
energy relative to the best compared isomer or geometry (same formula, charge and spin) = 75.26 kcal/mol
LUMO = 0.031 Eh
HOMO energy = -0.315 hartree